No. 1
An isolated ion of composition C3H6NO2S2 and charge -1, computed with ωB97M-V/def2-TZVPD.

## Properties
E_HOMO = -4.0 eV
Energy above the lowest of the compared OMol25 structures with the same formula, charge and spin = 317.2 kJ/mol
Net charge = -1
F_max = 4.7 eV/Å
Multiplicity = 1
Kohn-Sham gap = 0.2730 Eh

Structure (XYZ):
```
14
Properties=species:S:1:pos:R:3:forces:R:3:mulliken_charge:R:1
C 1.7344 0.7257 -0.3548 -0.483 0.479 2.561 -0.601
C 0.4096 1.4631 0.2427 1.940 -0.017 -0.813 -0.605
C 0.5215 0.0027 0.1320 -1.154 -2.627 -0.877 0.021
N -0.4322 -0.7909 -0.8847 0.486 3.785 2.741 -0.377
O -2.3714 0.8349 -0.2030 -0.008 0.126 0.472 -0.584
O -2.0118 -1.0704 1.3778 0.446 0.704 -0.761 -0.560
S -0.1394 -2.3947 -0.9296 0.259 -2.456 -0.007 -0.288
S -2.1705 -0.6092 -0.0315 -0.847 -0.632 -0.464 0.481
H 2.0827 0.9391 -1.3368 -0.284 -0.292 -0.757 0.318
H 2.5492 0.5288 0.4008 -0.727 0.768 -0.983 0.187
H 0.5929 2.0961 1.1428 -0.728 -1.003 -0.688 0.245
H -0.3031 1.7643 -0.5167 0.348 0.731 0.111 0.283
H 0.6608 -0.5675 1.0519 0.014 -0.045 -0.268 0.367
H -1.1228 -2.9220 -0.0908 0.739 0.480 -0.267 0.114
```
Positions in Å, forces in eV/Å.



No. 2
An isolated molecule of C5H6N2, computed with ωB97M-V/def2-TZVPD.

## Properties
E_HOMO = -9.8 eV
Energy above the lowest of the compared OMol25 structures with the same formula, charge and spin = 345.8 kJ/mol
Net charge = 0
F_max = 1.9 eV/Å
Multiplicity = 1
Kohn-Sham gap = 0.3945 Eh
SMILES = N#C[C@H]1C[C@H]2CN21

Structure (XYZ):
```
13
Properties=species:S:1:pos:R:3:forces:R:3:mulliken_charge:R:1
N -1.8736 1.2847 -1.0375 0.111 -1.779 -0.589 -0.552
C -1.4359 0.2112 -0.9390 -0.701 0.973 0.002 0.347
C -0.5537 -0.8918 -0.4841 -0.250 0.107 -0.119 0.017
C 0.8631 -0.4598 -0.9203 -0.084 0.210 -0.051 -0.585
C 0.8999 0.2536 0.4353 0.717 -0.584 0.103 -0.130
C -0.2871 0.7326 1.2178 0.062 0.068 0.290 -0.407
N -0.1398 -0.7088 1.0031 -0.022 0.210 -0.077 -0.493
H -0.9080 -1.9077 -0.7000 0.064 0.514 0.033 0.406
H 1.0488 0.0993 -1.8447 -0.431 -0.049 0.189 0.290
H 1.5008 -1.3655 -0.9409 -0.134 0.649 0.420 0.268
H 1.8324 0.3860 0.9729 0.047 -0.095 -0.056 0.310
H -1.2770 1.1367 1.0161 0.767 0.362 -0.486 0.303
H 0.1048 1.1295 2.1490 -0.145 -0.586 0.342 0.224
```
Positions in Å, forces in eV/Å.



No. 3
An isolated molecule of C4H7NO2, computed with ωB97M-V/def2-TZVPD.

## Properties
E_HOMO = -8.9 eV
Energy above the lowest of the compared OMol25 structures with the same formula, charge and spin = 482.4 kJ/mol
Net charge = 0
F_max = 0.4 eV/Å
Multiplicity = 1
Kohn-Sham gap = 0.3395 Eh

Structure (XYZ):
```
14
Properties=species:S:1:pos:R:3:forces:R:3:mulliken_charge:R:1
C 0.1179 -1.5231 -1.0455 -0.019 -0.261 -0.022 -0.664
C 2.0057 0.5574 0.6058 -0.362 0.194 0.156 -0.244
O 0.2798 -0.1304 -1.2388 -0.016 0.047 -0.089 -0.368
C -0.6449 0.6404 -0.5257 -0.066 0.111 -0.011 -0.447
C -0.3594 0.6608 0.9706 -0.287 0.138 0.004 0.600
N -1.2138 0.9732 1.8304 0.360 -0.121 -0.124 -0.620
O 0.9324 0.2183 1.3065 0.306 -0.024 -0.028 -0.193
H 0.2234 -1.8010 0.0123 -0.037 0.029 -0.164 0.307
H 0.9092 -2.0085 -1.6182 -0.131 0.024 0.078 0.241
H -0.8621 -1.8541 -1.4139 0.112 0.032 0.058 0.301
H 1.6958 1.3825 -0.0815 0.046 -0.107 0.099 0.174
H -1.6773 0.2914 -0.6605 0.145 0.036 0.055 0.310
H -0.5810 1.6609 -0.9160 -0.015 -0.120 0.067 0.309
H -0.8255 0.9322 2.7745 -0.036 0.021 -0.078 0.293
```
Positions in Å, forces in eV/Å.



No. 4
A 2-piece molecular cluster, CH3ClIOP overall, computed with ωB97M-V/def2-TZVPD.

## Properties
E_HOMO (alpha / beta) = -9.3 / -7.9 eV
Energy above the lowest of the compared OMol25 structures with the same formula, charge and spin = 140.7 kJ/mol
Net charge = 0
F_max = 3.5 eV/Å
Multiplicity = 1
Kohn-Sham gap (alpha / beta) = 0.2874 / 0.1818 Eh

Structure (XYZ):
```
8
Properties=species:S:1:pos:R:3:forces:R:3:mulliken_charge:R:1
C 0.0469 0.2663 -0.0077 -0.709 -0.464 -2.438 -0.769
O -0.6109 0.9868 -1.0271 -0.744 1.207 -1.461 -0.147
P -0.6102 0.8545 -2.6078 1.005 0.518 0.547 0.291
Cl -1.3194 2.7133 -3.0877 0.148 -0.464 0.087 -0.144
I 3.1117 1.4874 -1.7443 -0.660 -0.134 -0.270 -0.259
H 0.7216 0.8809 0.4361 1.774 1.757 1.604 0.297
H 0.5087 -0.5843 -0.3873 1.173 -1.491 -0.807 0.395
H -0.7617 -0.0516 0.5093 -1.986 -0.927 2.739 0.336
```
Positions in Å, forces in eV/Å.



No. 5
C2HFO2Sm as an isolated structure, computed with ωB97M-V/def2-TZVPD.

## Properties
E_HOMO (alpha / beta) = -6.9 / -7.0 eV
Energy above the lowest of the compared OMol25 structures with the same formula, charge and spin = 60.7 kJ/mol
Net charge = 0
F_max = 2.6 eV/Å
Multiplicity = 7
Kohn-Sham gap (alpha / beta) = 0.2087 / 0.2074 Eh

Structure (XYZ):
```
7
Properties=species:S:1:pos:R:3:forces:R:3:mulliken_charge:R:1
C -0.0948 -0.7477 -0.1668 2.272 0.645 -0.693 -0.388
C -1.0593 -0.5694 -1.0637 0.680 0.154 -0.182 0.623
O -1.8911 -0.4371 -1.8831 0.255 0.058 0.679 -0.409
Sm 1.9612 1.7957 1.0238 -1.954 -1.620 -0.477 1.416
F 0.0230 1.7135 1.9535 0.971 0.483 -0.032 -0.700
H -0.1330 -1.7287 0.3245 0.011 0.610 0.129 0.238
O 1.1938 -0.0263 -0.1882 -2.235 -0.329 0.575 -0.780
```
Positions in Å, forces in eV/Å.



No. 6
An isolated molecule of C5H13N, computed with ωB97M-V/def2-TZVPD.

## Properties
E_HOMO = -9.2 eV
Energy above the lowest of the compared OMol25 structures with the same formula, charge and spin = 257.0 kJ/mol
Net charge = 0
F_max = 4.9 eV/Å
Multiplicity = 1
Kohn-Sham gap = 0.3752 Eh
SMILES = CC(C)CCN

Structure (XYZ):
```
19
Properties=species:S:1:pos:R:3:forces:R:3:mulliken_charge:R:1
C -0.4316 -2.1593 -0.6165 2.345 -0.972 4.141 -1.335
C 0.1606 -0.7012 -0.3346 0.420 -2.385 4.121 0.931
C 1.4618 -0.5258 -1.1040 1.217 2.619 -1.695 -1.215
C -0.8843 0.4473 -0.3673 -0.716 -0.946 -1.277 -0.758
C -0.5371 1.6442 0.5121 -0.164 1.244 -0.082 -0.363
N -0.0746 1.3753 1.8853 1.686 -1.264 0.539 -0.643
H 0.5014 -2.7778 -0.8553 -1.460 0.583 0.033 0.384
H -1.1642 -2.2807 -1.3867 -0.594 0.068 -0.213 0.344
H -0.7240 -2.6502 0.5332 0.087 1.374 -3.657 0.258
H 0.5838 -0.8790 0.8420 -1.419 0.664 -2.986 -0.150
H 2.4321 -0.6052 -0.5258 -1.344 0.019 -0.293 0.253
H 1.4926 0.5706 -1.5699 0.063 -2.176 0.752 0.284
H 1.5792 -1.2408 -1.9516 -0.304 0.582 0.476 0.374
H -1.9064 0.1903 -0.0196 0.586 -0.906 -0.592 0.302
H -0.9015 0.6166 -1.5429 -0.420 0.608 2.420 0.290
H -1.3966 2.4358 0.7209 1.625 -1.684 -1.285 0.270
H 0.2796 2.0312 -0.0746 0.373 1.350 -0.017 0.256
H 0.5230 2.1823 2.1025 -0.451 -0.393 0.249 0.255
H 0.6068 0.5487 1.9931 -1.527 1.614 -0.633 0.262
```
Positions in Å, forces in eV/Å.



No. 7
C24H33EuNO2P2 as an isolated structure, computed with ωB97M-V/def2-TZVPD.

## Properties
E_HOMO (alpha / beta) = -10.1 / -10.2 eV
Energy above the lowest of the compared OMol25 structures with the same formula, charge and spin = 0.0 kJ/mol
Net charge = +1
F_max = 2.0 eV/Å
Multiplicity = 7
Kohn-Sham gap (alpha / beta) = 0.2044 / 0.2582 Eh

Structure (XYZ):
```
63
Properties=species:S:1:pos:R:3:forces:R:3:mulliken_charge:R:1
C -3.2744 1.7891 -2.4144 -0.313 0.010 0.160 -0.496
C -1.9529 1.5038 -2.0797 0.499 0.056 0.765 -0.241
C -1.4456 2.0097 -0.8368 -0.411 -0.706 0.044 0.608
C -2.2838 2.7682 -0.0060 -0.270 -0.110 -0.153 -0.348
C -3.6356 2.9189 -0.3048 0.307 0.178 -0.153 -0.749
C -4.1281 2.4391 -1.5169 0.003 0.105 -0.188 -0.974
C -1.7293 3.2389 1.3271 0.503 0.297 -1.481 0.414
C -0.2190 3.3386 1.3337 0.395 0.063 0.226 -0.064
C 0.4960 2.5141 0.4583 0.581 0.090 0.516 0.344
C 1.9207 2.5320 0.4788 -0.692 0.012 -0.163 0.327
C 2.5633 3.3784 1.3791 -0.132 -0.011 0.191 -0.628
C 1.8380 4.1408 2.3018 -0.046 0.090 -0.016 -0.929
C 0.4426 4.1088 2.2906 0.153 0.016 -0.343 -0.822
H -3.6398 1.4941 -3.4017 0.005 0.007 0.353 0.474
H -4.2823 3.4175 0.4263 0.135 -0.109 -0.436 0.453
H -5.1726 2.5996 -1.7757 0.229 -0.062 0.014 0.400
H -2.1596 4.2165 1.5701 -0.003 -0.194 0.099 1.053
H 3.6547 3.4344 1.3574 -0.328 -0.013 0.098 0.407
H 2.3605 4.7758 3.0173 -0.120 -0.210 -0.193 0.388
H -0.1528 4.6772 3.0124 0.337 -0.063 -0.248 0.449
N -0.1902 1.6121 -0.3535 0.401 -0.407 -0.884 0.123
Eu -0.4203 -0.6030 0.2755 0.460 -0.277 1.386 0.782
C -1.0676 0.6960 -3.0106 0.219 -0.021 0.015 -1.357
H -0.0441 1.1071 -3.0041 -0.320 -0.062 -0.073 0.296
H -1.4681 0.7225 -4.0355 0.150 0.089 0.231 0.588
C 2.6938 1.6633 -0.4866 -0.253 0.015 -0.175 -1.153
H 2.3265 1.8222 -1.5127 0.168 0.089 0.195 0.376
H 3.7659 1.8952 -0.4397 -0.218 0.005 -0.066 0.544
P -0.8755 -1.1188 -2.5742 -0.608 1.005 -0.876 0.911
P 2.4949 -0.1526 -0.1696 0.633 0.815 0.492 0.988
C 3.3084 -0.2660 1.4705 -0.159 -0.462 0.221 -1.052
H 2.9850 -1.2063 1.9407 0.215 0.280 -0.004 0.149
H 4.4012 -0.2613 1.3568 -0.290 0.046 0.057 0.383
H 3.0049 0.5688 2.1156 0.008 -0.206 -0.174 0.375
C 3.8116 -0.8263 -1.2427 -0.294 -0.415 -0.290 -1.286
H 4.7828 -0.3628 -1.0211 -0.332 -0.080 -0.027 0.429
H 3.8723 -1.9095 -1.0677 0.100 0.260 -0.131 0.383
H 3.5482 -0.6555 -2.2953 0.160 -0.088 0.218 0.351
C -2.5212 -1.7674 -3.0410 -0.011 -0.427 0.319 -1.282
H -2.6050 -1.8548 -4.1312 -0.038 0.079 0.267 0.389
H -2.6139 -2.7649 -2.5878 -0.212 0.211 -0.265 0.384
H -3.3210 -1.1245 -2.6531 0.186 -0.144 -0.042 0.390
C 0.1517 -1.7080 -3.9693 0.387 -0.341 0.333 -1.313
H 0.5085 -2.7153 -3.7102 0.001 0.253 -0.277 0.408
H -0.4344 -1.7596 -4.8966 0.145 0.112 0.298 0.414
H 1.0195 -1.0486 -4.1104 -0.227 -0.225 0.056 0.362
C -2.1238 2.2461 2.3507 0.196 0.015 -0.287 -0.197
O -1.8534 1.0541 2.2964 -0.488 0.753 0.389 -0.421
H -2.6770 2.8709 3.0767 -0.252 -1.634 1.174 0.337
C 0.7215 -3.8183 3.3111 0.071 -0.023 0.203 -1.619
C 0.0712 -3.5463 1.9559 0.038 -0.395 0.234 1.559
C 0.7374 -4.4186 0.8880 0.128 -0.043 -0.042 -1.461
C -1.4154 -3.9080 2.0350 -0.100 0.018 0.140 -1.673
O 0.2290 -2.1854 1.6387 -0.688 1.345 -1.378 -0.453
H 0.6251 -4.8736 3.5981 0.016 0.217 -0.072 0.392
H 0.2494 -3.2055 4.0857 0.040 -0.072 -0.103 0.388
H 1.7863 -3.5652 3.2846 -0.114 -0.033 -0.042 0.356
H 0.6447 -5.4809 1.1477 0.049 0.206 -0.106 0.420
H 0.2739 -4.2647 -0.0939 -0.049 0.003 0.076 0.289
H 1.8014 -4.1751 0.7936 -0.111 -0.021 0.090 0.318
H -1.9306 -3.2797 2.7705 0.131 -0.087 -0.044 0.379
H -1.9143 -3.7697 1.0678 0.079 -0.033 -0.036 0.328
H -1.5393 -4.9579 2.3303 -0.048 0.230 -0.090 0.409
```
Positions in Å, forces in eV/Å.



No. 8
C13H34B3O12PS2 as an isolated structure, computed with ωB97M-V/def2-TZVPD.

## Properties
E_HOMO = -9.8 eV
Net charge = 0
F_max = 1.4 eV/Å
Multiplicity = 1
Kohn-Sham gap = 0.3753 Eh

Structure (XYZ):
```
65
Properties=species:S:1:pos:R:3:forces:R:3:mulliken_charge:R:1
C 0.9840 0.3939 -2.4931 0.703 -0.373 0.352 -1.332
C 2.4719 0.3162 -2.8454 -1.229 -0.038 -0.045 0.879
O 2.9038 -1.0476 -2.6871 0.705 0.571 0.677 -0.230
P 4.4357 -1.3786 -3.0181 -0.068 -0.425 -0.674 0.793
O 4.5899 -1.9193 -4.3528 0.315 -0.437 -1.246 -0.828
C 5.4893 0.0806 -2.8719 -0.213 -0.039 1.179 -0.936
C 5.5271 0.8410 -1.5270 0.072 0.769 -0.607 0.154
C 5.2187 2.3563 -1.6966 -0.158 -0.182 0.435 -0.946
B 4.6288 2.8677 -0.3475 -0.126 0.486 -1.176 0.272
O 5.3835 3.5261 0.5916 0.587 -0.705 0.267 -0.521
B 4.9539 3.3351 1.8771 -0.186 0.882 0.439 0.592
O 3.6003 3.4824 2.1160 0.413 -0.818 0.239 -0.415
B 2.8888 2.7201 1.2249 -1.232 0.175 -0.025 0.469
O 3.2963 2.5780 -0.0792 0.436 -0.377 0.481 -0.313
O 4.8570 -2.4704 -1.9360 -0.520 0.734 0.601 -0.385
C 4.2954 -2.3994 -0.6108 0.085 -0.474 0.387 0.150
C 3.0273 -3.1980 -0.4546 -0.129 0.125 -0.017 -1.174
H 0.8712 0.9668 -1.5815 -0.312 0.362 0.018 0.330
H 0.6416 -0.6023 -2.2586 -0.239 -0.293 -0.118 0.334
H 0.3855 0.7796 -3.3033 -0.197 0.218 -0.068 0.254
H 2.6052 0.6395 -3.8723 0.360 -0.032 -0.216 0.342
H 2.9992 0.9656 -2.1663 0.439 0.099 0.073 -0.482
H 6.4800 -0.2947 -3.0898 0.212 -0.259 -0.211 0.449
H 5.2355 0.7499 -3.6796 -0.202 0.117 -0.326 0.458
H 4.8281 0.4418 -0.8020 -0.050 -0.327 0.117 -0.283
H 6.5293 0.7798 -1.1247 0.129 -0.265 0.376 0.539
H 4.4498 2.4626 -2.4520 -0.092 0.163 -0.321 0.427
H 6.1056 2.9023 -1.9899 0.190 0.079 -0.207 0.351
H 5.6571 2.9691 2.7580 0.249 0.276 0.010 -0.104
H 1.9235 2.1399 1.6021 -0.158 0.136 -0.089 -0.137
H 4.1231 -1.3830 -0.2683 0.040 0.246 -0.246 -0.108
H 5.0396 -2.8212 0.0531 0.368 -0.066 0.004 0.453
H 3.1220 -4.1795 -0.9015 0.068 -0.227 -0.022 0.308
H 2.1692 -2.6996 -0.8807 -0.156 0.129 -0.302 0.204
H 2.8327 -3.2952 0.6078 -0.038 -0.193 0.260 0.422
O -1.7962 -1.0976 -2.9105 0.113 0.046 0.195 -0.609
S -2.9265 -0.2205 -2.9404 -0.477 -0.181 -0.349 1.294
O -2.9121 1.0121 -2.2175 0.220 0.033 0.097 -0.637
O -4.2253 -1.0499 -2.5507 0.060 0.092 -0.095 -0.305
C -4.1877 -1.8120 -1.3235 -0.046 -0.272 0.563 -0.470
C -4.3990 -0.9509 -0.0953 0.115 0.220 -0.116 -0.809
C -3.3680 0.0989 -4.6140 -0.041 -0.003 -0.032 -0.979
H -3.2509 -2.3680 -1.2654 0.058 0.091 -0.127 0.334
H -4.9909 -2.5402 -1.4164 -0.048 0.069 -0.201 0.303
H -3.5591 -0.2757 0.0623 0.015 -0.020 0.020 0.288
H -4.5009 -1.5736 0.7927 -0.012 -0.041 -0.018 0.306
H -5.2944 -0.3391 -0.2034 -0.055 -0.063 0.020 0.277
H -3.4259 -0.8459 -5.1463 0.006 -0.014 0.008 0.316
H -2.5875 0.7276 -5.0361 0.030 0.008 0.039 0.359
H -4.3220 0.6184 -4.6296 -0.002 0.016 0.016 0.336
O -4.2469 -0.9592 3.5275 -0.046 0.121 -0.213 -0.625
S -5.4140 -0.9093 4.3551 0.047 -0.225 0.503 1.277
O -6.6459 -0.3967 3.8446 0.016 0.054 -0.220 -0.623
O -5.0476 -0.1557 5.7070 -0.041 -0.126 -0.056 -0.300
C -4.4262 1.1429 5.5968 0.173 0.551 -0.022 -0.351
C -5.4263 2.2367 5.2801 -0.145 -0.137 -0.132 -0.978
C -5.6977 -2.4969 5.0598 0.004 -0.018 0.052 -0.952
H -3.6262 1.1056 4.8562 -0.053 -0.133 -0.043 0.334
H -3.9659 1.3208 6.5664 -0.054 -0.180 0.064 0.276
H -5.8330 2.1227 4.2762 0.021 0.003 -0.006 0.292
H -4.9439 3.2118 5.3451 0.049 -0.015 0.042 0.385
H -6.2612 2.2063 5.9796 0.035 0.033 0.055 0.266
H -4.7693 -2.8586 5.4916 0.014 0.009 -0.002 0.309
H -6.0243 -3.1499 4.2540 -0.005 0.033 -0.040 0.368
H -6.4745 -2.4096 5.8141 -0.018 0.014 -0.007 0.328
```
Positions in Å, forces in eV/Å.